Record 1
This record from the Open Molecules 2025 dataset describes a molecular structure, C29H24MnN2O5PS. The level of theory is ωB97M-V/def2-TZVPD.

```
63
Properties=species:S:1:pos:R:3:mulliken_charge:R:1
Mn -0.820 -0.470 -2.081 1.1213
C 0.867 -2.043 -3.197 -0.5269
C 0.285 -2.816 -2.178 -0.3063
C -1.023 -3.161 -2.573 -0.6821
C -1.232 -2.656 -3.862 -0.5405
C -0.075 -1.960 -4.252 -0.5344
H 1.847 -1.564 -3.170 0.3048
H 0.767 -3.080 -1.245 0.4036
H -1.751 -3.683 -1.953 0.4044
H -2.144 -2.779 -4.447 0.3647
H 0.091 -1.446 -5.199 0.3878
O -2.823 -0.362 -2.684 -0.3885
N -3.753 -0.219 -1.836 -0.5354
N -3.322 -0.254 -0.563 0.8896
O -2.122 -0.705 -0.269 -0.6065
C -4.194 0.224 0.427 0.1694
C -5.585 0.067 0.221 -0.3679
C -6.449 0.493 1.239 -0.4495
C -5.991 1.230 2.332 -0.4868
C -4.618 1.422 2.484 -0.5975
C -3.702 0.888 1.572 -0.1462
H -5.994 -0.330 -0.719 0.4374
H -7.520 0.325 1.107 0.3161
H -6.690 1.620 3.083 0.3387
H -4.250 2.006 3.335 0.3769
H -2.621 1.014 1.698 0.3704
O -0.774 1.738 -0.919 -0.5085
S 0.072 2.221 -2.080 1.3925
O -0.217 3.575 -2.577 -0.7561
O 0.084 1.090 -3.148 -0.6964
C 1.799 2.248 -1.549 0.0451
C 2.623 3.258 -1.998 -0.4613
C 3.972 3.247 -1.652 -0.5920
C 4.475 2.274 -0.806 -0.7475
C 3.614 1.287 -0.321 -0.0289
C 2.281 1.272 -0.693 -0.6514
P 1.171 0.037 0.051 1.5782
C 2.218 -1.385 0.482 0.2412
C 3.119 -1.857 -0.475 0.0172
C 3.943 -2.936 -0.175 -0.8352
C 3.906 -3.521 1.104 -0.5423
C 3.019 -3.044 2.050 -0.4543
C 2.113 -2.029 1.720 -0.7005
C 0.693 0.739 1.644 0.9289
C -0.411 0.163 2.286 -1.0955
C -0.756 0.580 3.560 -0.4669
C -0.063 1.620 4.184 -0.7270
C 0.954 2.246 3.492 -0.5518
C 1.353 1.831 2.210 -0.6650
H 2.167 4.015 -2.645 0.4964
H 4.610 4.055 -2.008 0.3685
H 5.525 2.264 -0.522 0.4026
H 3.956 0.560 0.400 0.5371
H 3.134 -1.392 -1.475 0.3398
H 4.627 -3.319 -0.930 0.3866
H 4.623 -4.317 1.364 0.3215
H 2.984 -3.447 3.081 0.3207
H 1.332 -1.732 2.426 0.3415
H -1.001 -0.615 1.764 0.5978
H -1.648 0.158 4.057 0.4130
H -0.332 1.916 5.206 0.3604
H 1.500 3.077 3.941 0.3717
H 2.155 2.361 1.678 0.3034
```

Its highest occupied orbital energy (spin up / spin down) is -4.0 / -4.3 eV. The multiplicity is 6. As for the net charge: -1. The frontier orbital gap (spin up / spin down) is 6.52 / 6.82 eV.

***

Record 2
This record from the Open Molecules 2025 dataset describes a molecular structure, C29H24N2O2ReSi. The level of theory is ωB97M-V/def2-TZVPD.

```
59
Properties=species:S:1:pos:R:3:mulliken_charge:R:1
Re 0.183 0.672 0.519 1.0435
C 1.425 1.878 -2.184 -0.9353
O 0.512 0.971 -1.554 -0.3615
C -0.285 0.161 -2.366 1.0655
C -0.203 0.085 -3.745 -0.5217
C -1.033 -0.798 -4.427 -0.7403
C -1.949 -1.583 -3.742 -0.9101
C -2.051 -1.503 -2.366 -0.2455
C -1.213 -0.639 -1.660 0.1229
N -1.213 -0.504 -0.269 0.2035
N -2.071 -1.151 0.427 -0.6030
C -2.264 -1.120 1.731 0.1768
C -1.548 -0.246 2.662 1.4621
O -0.543 0.471 2.273 -0.2794
C -1.971 -0.173 4.004 -1.0120
C -3.019 -0.917 4.472 -0.8139
C -3.684 -1.847 3.641 0.7630
C -4.725 -2.649 4.151 -0.9298
C -5.330 -3.600 3.360 -0.5879
C -4.914 -3.760 2.039 -0.7887
C -3.930 -2.949 1.502 -0.5186
C -3.297 -1.976 2.280 0.6274
H 0.886 2.578 -2.829 0.4179
H 1.927 2.439 -1.392 0.2620
H 2.172 1.329 -2.763 0.3904
H 0.494 0.688 -4.302 0.4842
H -0.954 -0.870 -5.500 0.4399
H -2.596 -2.256 -4.283 0.4387
H -2.765 -2.103 -1.824 0.4752
H -1.438 0.502 4.657 0.5180
H -3.323 -0.825 5.505 0.4611
H -5.034 -2.507 5.176 0.4555
H -6.125 -4.212 3.757 0.4302
H -5.365 -4.526 1.427 0.4357
H -3.642 -3.060 0.471 0.4317
C 1.965 -3.442 4.555 -0.5104
C 3.067 -2.645 4.289 -0.6743
C 3.080 -1.842 3.165 -0.4137
C 1.996 -1.842 2.284 0.7258
C 0.886 -2.638 2.571 -0.4865
C 0.872 -3.434 3.700 -0.6372
Si 2.107 -0.806 0.715 -0.1516
C 3.130 0.783 0.990 0.7513
C 2.705 1.676 1.994 0.2288
C 3.477 2.777 2.323 -0.8464
C 4.671 3.012 1.658 -0.5165
C 5.086 2.153 0.649 -0.6544
C 4.315 1.057 0.306 -0.9498
H 1.966 -4.082 5.422 0.4244
H 3.921 -2.656 4.948 0.4210
H 3.947 -1.234 2.955 0.3858
H 0.043 -2.654 1.894 0.5321
H 0.021 -4.065 3.908 0.4644
H 2.304 -1.575 -0.534 -0.1050
H 1.817 1.458 2.589 0.3613
H 3.167 3.437 3.117 0.4571
H 5.284 3.856 1.932 0.4360
H 6.018 2.328 0.139 0.4520
H 4.649 0.382 -0.468 0.4485
```

Its highest occupied orbital energy (spin up / spin down) is -13.7 / -13.8 eV. The multiplicity is 2. As for the net charge: +2. The frontier orbital gap (spin up / spin down) is 4.99 / 5.56 eV.

***

Record 3
This record from the Open Molecules 2025 dataset describes a molecular structure, C29H25AlN5. The level of theory is ωB97M-V/def2-TZVPD.

```
60
Properties=species:S:1:pos:R:3:mulliken_charge:R:1
Al -0.021 0.302 0.687 -1.1285
N 2.050 0.774 0.719 -0.0518
C 2.817 -0.196 1.471 0.6372
C 3.897 -0.818 0.870 -0.8103
C 4.588 -1.814 1.544 -0.7110
C 4.192 -2.171 2.824 -0.9037
C 3.111 -1.536 3.416 -0.7392
C 2.393 -0.537 2.758 0.3281
C 1.193 0.077 3.398 0.4330
C 1.232 0.342 4.767 -0.5804
C 0.120 0.846 5.420 -0.8328
C -1.047 1.084 4.708 -0.9619
C -1.081 0.824 3.346 -0.1268
C 0.025 0.322 2.649 0.3573
H 2.026 1.673 1.200 0.4066
H 2.481 0.930 -0.187 0.3661
H 4.201 -0.526 -0.129 0.4257
H 5.428 -2.303 1.071 0.4283
H 4.719 -2.948 3.361 0.4465
H 2.790 -1.840 4.404 0.5595
H 2.144 0.169 5.324 0.5570
H 0.169 1.057 6.480 0.4014
H -1.921 1.480 5.209 0.4502
H -2.008 1.030 2.820 0.3598
C -4.128 -3.657 1.120 -0.4747
C -3.031 -3.306 1.893 -1.0586
C -2.363 -2.115 1.651 0.3805
C -2.818 -1.277 0.642 0.2678
C -3.912 -1.621 -0.144 -0.5501
C -4.564 -2.816 0.102 -0.6551
N -2.094 -0.062 0.397 1.7375
N -2.732 0.848 -0.156 -1.0894
C -1.922 1.980 -0.505 0.2360
C -2.598 3.068 -1.033 -0.5054
C -1.861 4.183 -1.406 -0.5992
C -0.482 4.172 -1.254 -0.9277
C 0.167 3.055 -0.726 -0.1630
C -0.535 1.920 -0.330 0.2121
H -4.646 -4.588 1.307 0.4166
H -2.695 -3.954 2.690 0.4490
H -1.520 -1.823 2.263 0.3396
H -4.237 -0.958 -0.933 0.4907
H -5.416 -3.095 -0.503 0.4040
H -3.674 3.030 -1.143 0.4975
H -2.356 5.053 -1.816 0.4148
H 0.095 5.038 -1.550 0.4347
H 1.248 3.103 -0.635 0.3551
N -0.426 -0.582 -2.324 -0.2068
C -0.056 -1.628 -1.555 0.9704
C -0.057 -2.935 -2.079 -1.1174
C 0.331 -3.976 -1.285 -0.4729
C 0.725 -3.737 0.040 -0.9131
C 0.689 -2.454 0.494 -0.1287
N 0.305 -1.396 -0.277 0.9076
H -0.676 -0.737 -3.283 0.2392
H -0.336 0.372 -2.006 0.0561
H -0.363 -3.088 -3.105 0.4602
H 0.332 -4.982 -1.683 0.4492
H 1.040 -4.535 0.695 0.5229
H 0.955 -2.216 1.514 0.3104
```

Its highest occupied orbital energy is -11.1 eV. The multiplicity is 1. As for the net charge: +1. The frontier orbital gap is 7.54 eV.